Below is C41H33AsClINOPTc as an isolated structure, with properties calculated with wB97M-V/def2-TZVPD.

Last column: Mulliken spin population.
Cartesian coordinates (Å):
Tc1 0.8221 -0.3670 0.5093  0.05
Cl1 0.2945 -0.6080 2.8368  0.01
C1 -0.4488 -2.2432 2.9869  0.00
C2 -0.5160 -2.7820 4.2475  0.00
C3 -1.0570 -4.0637 4.3591  0.00
C4 -1.4901 -4.7498 3.2332  0.00
C5 -1.4028 -4.1646 1.9769  0.00
C6 -0.8776 -2.8767 1.8315  0.03
P1 -0.8460 -2.0218 0.2452  0.01
C7 -2.4246 -1.2060 0.0038  0.25
C8 -2.6785 -0.5705 -1.2184  0.07
C9 -3.9000 0.0406 -1.4323  0.08
C10 -4.8678 0.0302 -0.4299  0.19
C11 -4.6126 -0.5847 0.7868  0.19
C12 -3.3909 -1.2059 1.0099  -0.04
C13 -0.6387 -3.3129 -1.0090  0.03
C14 -1.6746 -3.6878 -1.8395  0.02
C15 -1.4925 -4.7606 -2.7348  0.01
C16 -0.2709 -5.4570 -2.7923  0.02
C17 0.7618 -5.0912 -1.9584  0.00
C18 0.5865 -4.0260 -1.0670  0.01
H1 -0.1620 -2.2479 5.1186  0.00
H2 -1.1259 -4.5225 5.3366  0.00
H3 -1.8983 -5.7464 3.3331  0.00
H4 -1.7508 -4.7069 1.1062  0.00
H5 -1.9372 -0.5792 -2.0111  -0.01
H6 -4.1154 0.5030 -2.3860  0.00
H7 -5.8319 0.4860 -0.6117  -0.02
H8 -5.3739 -0.6096 1.5545  0.00
H9 -3.2132 -1.7086 1.9521  -0.01
H10 -2.6319 -3.1865 -1.8073  0.00
H11 -2.3134 -5.0571 -3.3763  0.00
H12 -0.1549 -6.2828 -3.4828  0.00
H13 1.7013 -5.6264 -1.9769  0.00
H14 1.4017 -3.7704 -0.3959  0.00
O1 -0.2292 0.9693 -0.1957  0.08
As1 0.3835 2.6323 0.1256  0.00
C19 0.9722 3.3357 -1.5159  0.00
C20 2.2255 3.9507 -1.5732  0.00
C21 2.6120 4.5615 -2.7572  0.00
C22 1.7571 4.5557 -3.8506  0.00
C23 0.5066 3.9477 -3.7796  0.00
C24 0.0963 3.3420 -2.6057  0.00
C25 1.7649 2.1013 1.3199  0.00
C26 2.8212 1.3440 0.7772  0.01
C27 3.7789 0.8092 1.6357  0.01
C28 3.6954 1.0509 3.0011  -0.01
C29 2.6557 1.8153 3.5261  0.01
C30 1.6751 2.3353 2.6905  -0.01
C31 -1.1011 3.4731 0.9539  0.00
C32 -2.3342 2.8274 1.0056  -0.02
C33 -3.4118 3.4953 1.5638  0.00
C34 -3.2575 4.7881 2.0584  0.00
C35 -2.0267 5.4210 1.9979  0.00
C36 -0.9355 4.7705 1.4403  0.00
H15 2.8910 3.9636 -0.7175  0.00
H16 3.5748 5.0492 -2.8222  0.00
H17 2.0618 5.0411 -4.7687  0.00
H18 -0.1523 3.9663 -4.6369  0.00
H19 -0.8891 2.8950 -2.5379  0.00
H20 2.9379 1.2447 -0.2998  0.01
H21 4.6143 0.2489 1.2347  0.00
H22 4.4591 0.6608 3.6615  0.00
H23 2.6142 2.0117 4.5895  0.00
H24 0.8585 2.9156 3.1048  0.00
H25 -2.4542 1.8207 0.6182  0.04
H26 -4.3749 3.0045 1.6092  0.00
H27 -4.0989 5.3117 2.4927  0.00
H28 -1.9149 6.4269 2.3771  0.00
H29 0.0151 5.2915 1.3856  0.00
I1 5.9084 -2.8575 -0.9297  0.00
C37 4.2002 -1.8886 -1.5782  0.00
C38 3.9779 -1.5903 -2.9282  0.00
C39 2.8105 -0.9419 -3.3044  0.00
C40 1.8770 -0.6025 -2.3430  -0.01
N1 2.0947 -0.8770 -1.0443  0.03
C41 3.2282 -1.4989 -0.6676  -0.01
H30 4.7137 -1.8627 -3.6745  0.00
H31 2.6200 -0.7032 -4.3415  0.00
H32 0.9470 -0.1080 -2.5911  0.00
H33 3.3614 -1.6837 0.3958  0.00

Its lowest unoccupied orbital energy (spin up / spin down) is -12.5 / -15.4 eV. The highest occupied orbital energy (spin up / spin down) comes out at -0.6800 / -0.6800 Ha. Its total charge is +4. The value obtained for the orbital gap (spin up / spin down) is 0.22159 / 0.11435 Eh. As for the spin multiplicity: 2.

***

Below is a 4-piece molecular cluster, C3H17N2O3 overall, with properties calculated with wB97M-V/def2-TZVPD.

Last column: natural (NBO) charge in e.
Cartesian coordinates (Å):
C1 0.7107 -0.4238 -1.6548  -0.24
C2 -0.0201 0.7206 -1.0902  -0.47
C3 -1.4390 0.2446 -0.8020  -0.21
N1 -1.6266 -0.6888 0.3546  -0.89
N2 0.7970 -1.5421 -0.6506  -0.73
H1 1.7283 -0.0108 -2.0359  0.23
H2 0.3917 -0.8666 -2.6183  0.23
H3 0.5435 1.1686 -0.1835  0.25
H4 0.0105 1.5891 -1.8804  0.25
H5 -2.0271 1.1506 -0.7957  0.17
H6 -1.6625 -0.5174 -1.7321  0.19
H7 -1.4230 -0.2568 1.2192  0.38
H8 0.3497 -1.5044 0.2249  0.47
H9 -2.5899 -1.1119 0.2697  0.39
H10 1.8793 -1.6357 -0.3828  0.48
H11 0.6819 -2.4425 -1.0966  0.42
H12 0.0133 1.4126 1.7018  0.49
H13 0.2530 0.4882 2.7183  0.47
O1 0.7314 0.8228 1.9190  -0.96
H14 3.5747 -1.4250 1.1327  0.52
H15 3.1391 0.0109 0.5282  0.51
O2 2.8749 -0.9117 0.6503  -0.97
H16 -2.2400 2.2376 0.5850  0.50
H17 -2.7548 1.6041 2.1015  0.51
O3 -1.8958 1.8879 1.5179  -1.00

Its lowest unoccupied orbital energy is -2.8 eV. The highest occupied orbital energy comes out at -0.4799 Ha. Its total charge is +1. The value obtained for the energy relative to the best compared isomer or geometry (same formula, charge and spin) is 73.7 kcal per mole. The value obtained for the orbital gap is 0.37828 Eh.

***

Below is C4H9Cl2N2 as an isolated structure, with properties calculated with wB97M-V/def2-TZVPD.

Last column: natural (NBO) charge in e.
Cartesian coordinates (Å):
C1 0.3318 -0.0750 1.8009  -0.20
C2 -1.5353 0.4036 0.8811  -0.10
C3 -0.3166 0.1579 0.0118  0.13
C4 0.2214 1.0977 -0.9333  -0.71
N1 -1.0655 -0.1137 2.1640  -0.34
N2 -0.2033 -1.3197 -0.5660  -0.75
Cl1 -1.7648 2.1839 1.2108  0.03
Cl2 -1.4014 -1.9172 2.1805  0.04
H1 1.0524 -0.8867 1.9209  0.24
H2 0.6533 0.9463 2.1740  0.25
H3 -2.5180 -0.0436 0.6693  0.25
H4 0.8577 0.5826 -1.7421  0.23
H5 0.8079 2.0260 -0.5768  0.30
H6 -0.6504 1.5287 -1.5091  0.26
H7 -0.4759 -2.1171 0.0675  0.47
H8 0.7466 -1.3549 -1.0003  0.45
H9 -0.9199 -1.4919 -1.3899  0.44

Its lowest unoccupied orbital energy is -3.8 eV. The highest occupied orbital energy comes out at -0.5080 Ha. Its total charge is +1. The value obtained for the energy relative to the best compared isomer or geometry (same formula, charge and spin) is 84.5 kcal per mole. The value obtained for the orbital gap is 0.36679 Eh.

***

Below is one molecule with the formula C12H15NO5, with properties calculated with wB97M-V/def2-TZVPD.

Last column: natural (NBO) charge in e.
Cartesian coordinates (Å):
C1 0.0541 -3.9112 -0.5717  -0.24
O1 0.4543 -2.5471 -0.3868  -0.54
C2 -0.0915 -1.5048 -1.0841  0.20
C3 0.8856 -0.4204 -1.2418  -0.09
C4 0.6072 0.5874 -2.1564  -0.22
C5 1.4671 1.6762 -2.2664  -0.19
C6 2.6107 1.7248 -1.4571  -0.21
C7 2.8331 0.7541 -0.4843  -0.20
C8 1.9773 -0.3311 -0.3605  -0.19
H1 0.8489 -4.4733 -0.0844  0.20
H2 -0.8748 -4.0600 -0.0197  0.20
H3 0.0008 -4.1699 -1.6477  0.18
H4 -0.7587 -1.7160 -1.9255  0.21
H5 -0.2584 0.4649 -2.7952  0.21
H6 1.1764 2.5001 -2.9326  0.22
H7 3.2330 2.6159 -1.4817  0.22
H8 3.6563 0.8582 0.2442  0.22
H9 2.1161 -1.1385 0.3429  0.25
C9 -1.0708 3.5128 2.0500  -0.63
C10 -0.9235 2.0311 2.2690  -0.07
O2 -1.4042 1.2819 1.1195  -0.51
C11 -1.1535 -0.0679 1.2263  0.76
C12 -1.3552 -0.8650 -0.0473  -0.26
N1 -2.1858 -2.0859 0.1939  0.50
O3 -2.6295 -2.7333 -0.7978  -0.40
O4 -2.2921 -2.5218 1.3862  -0.35
O5 -0.6433 -0.4912 2.2342  -0.54
H10 -0.6578 4.1266 2.8802  0.22
H11 -0.5357 3.8255 1.1385  0.21
H12 -2.1445 3.7790 1.9549  0.21
H13 0.1304 1.7828 2.4348  0.19
H14 -1.4735 1.7454 3.1641  0.19
H15 -1.5987 -0.2293 -0.8974  0.25

Its lowest unoccupied orbital energy is -0.4 eV. The highest occupied orbital energy comes out at -0.3471 Ha. Its total charge is 0. The value obtained for the energy relative to the best compared isomer or geometry (same formula, charge and spin) is 122.5 kcal per mole. The value obtained for the orbital gap is 0.33086 Eh. As for the SMILES: CCOC(=O)[C@@H]([C@H](OC)c1ccccc1)[N+](=O)[O-].

***

Below is F8H4N4NaO18S8 as an isolated structure, with properties calculated with wB97M-V/def2-TZVPD.

Last column: natural (NBO) charge in e.
Cartesian coordinates (Å):
Na1 -2.4945 17.1803 -3.1311  1.00
N1 -2.7494 9.3194 -0.8961  -1.05
S1 -3.4599 9.3445 -2.2088  2.40
O1 -2.6124 9.4019 -3.3696  -0.92
O2 -4.8575 9.8501 -2.2444  -0.90
F1 -3.8163 7.7717 -2.2371  -0.54
S2 -3.0783 11.0002 -0.6189  2.32
O3 -4.3120 11.2977 0.0992  -0.89
O4 -2.5800 12.0031 -1.5748  -0.89
F2 -2.0140 11.1779 0.6164  -0.52
N2 -2.3722 13.4157 -10.5557  -1.05
S3 -1.5388 14.7265 -11.2640  2.34
O5 -0.8945 15.6232 -10.3029  -0.89
O6 -2.1028 15.2984 -12.4538  -0.91
F3 -0.3801 13.8318 -11.9773  -0.52
S4 -3.3316 14.3689 -9.8725  2.37
O7 -4.2615 15.1609 -10.7235  -0.91
O8 -2.9308 14.9402 -8.5802  -0.92
F4 -4.2965 13.1610 -9.4176  -0.52
N3 0.0873 20.4990 -0.9590  -1.06
S5 -0.4354 22.1671 -1.0266  2.35
O9 -0.5847 22.7529 -2.3289  -0.91
O10 -0.1460 23.1071 0.0253  -0.89
F5 -1.9964 21.7796 -0.7572  -0.52
S6 1.5066 20.9073 -0.6774  2.42
O11 1.7704 20.6939 0.7483  -0.95
O12 2.1841 21.9521 -1.3965  -0.90
F6 2.1124 19.5254 -1.2555  -0.53
N4 -7.1034 18.1628 -3.7928  -1.05
S7 -7.6117 19.3220 -4.9606  2.30
O13 -8.7794 20.1985 -4.6727  -0.90
O14 -7.3820 19.0155 -6.3811  -0.87
F7 -6.3956 20.3159 -4.6325  -0.51
S8 -8.2928 17.2478 -4.0970  2.37
O15 -8.3883 16.5859 -5.4362  -0.88
O16 -9.4563 17.5344 -3.2914  -0.92
F8 -7.6802 16.0473 -3.2322  -0.53
O17 0.3430 18.5762 -6.5602  -0.94
H1 0.4213 18.1855 -7.4305  0.48
H2 1.2459 18.6671 -6.2557  0.46
O18 -2.5273 17.6884 1.9403  -0.94
H3 -1.9873 17.3813 2.6684  0.47
H4 -1.9152 18.1453 1.3635  0.47

Its lowest unoccupied orbital energy is 2.7 eV. The highest occupied orbital energy comes out at -0.1448 Ha. Its total charge is -3. The value obtained for the energy relative to the best compared isomer or geometry (same formula, charge and spin) is 112.1 kcal per mole. The value obtained for the orbital gap is 0.24504 Eh.

***

Below is a 11-piece molecular cluster, C30H89N11O11 overall, with properties calculated with wB97M-V/def2-TZVPD.

Last column: Löwdin charge in e.
Cartesian coordinates (Å):
C1 1.0867 5.6367 -3.7566  -0.67
O1 0.1600 6.2669 -4.2402  0.03
N1 2.3792 6.1149 -3.7749  0.14
N2 0.9946 4.4278 -3.1239  0.16
H1 3.1276 5.4953 -3.5320  0.07
H2 2.5439 6.9454 -4.3118  0.10
H3 1.7623 4.0767 -2.5736  0.04
H4 0.1041 3.9691 -3.0791  0.09
C2 4.1991 -2.5058 0.6673  -0.67
O2 5.2333 -1.8788 0.8660  0.02
N3 2.9414 -2.0251 0.8712  0.18
N4 4.1611 -3.8435 0.3825  0.14
H5 2.8220 -1.0666 1.1532  0.08
H6 2.1919 -2.5255 0.4202  0.05
H7 5.0078 -4.3753 0.2907  0.10
H8 3.3334 -4.3881 0.5626  0.07
C3 0.4001 5.8508 0.4118  -0.05
C4 1.8422 6.2514 0.6716  -0.44
C5 2.7352 5.1505 1.2366  -0.21
O3 3.9362 5.7188 1.6816  -0.17
C6 5.0019 4.8332 1.8980  -0.11
N5 2.4172 7.0405 -0.4175  0.06
H9 -0.2404 6.7290 0.4019  0.09
H10 0.0550 5.1663 1.1859  0.05
H11 0.2925 5.3272 -0.5438  0.06
H12 1.7221 6.9484 1.5148  0.13
H13 2.8993 4.3856 0.4632  0.11
H14 2.1068 4.6764 1.9992  0.09
H15 5.9399 5.3898 1.9566  0.09
H16 5.1892 4.2446 0.9874  0.08
H17 4.8603 4.2187 2.7890  0.09
H18 2.5748 6.4080 -1.2011  0.04
H19 3.3469 7.3477 -0.1491  0.07
C7 -0.1729 1.7239 -0.9804  -0.06
C8 0.8482 0.5995 -0.8501  -0.41
C9 0.1612 -0.7505 -0.9599  -0.18
O4 -0.5407 -0.8981 0.2827  -0.20
C10 -1.5942 -1.8656 0.2546  -0.08
N6 1.7663 0.6900 -1.9997  0.07
H20 -0.4136 1.8879 -2.0315  0.08
H21 0.2109 2.6873 -0.6209  0.06
H22 -1.0677 1.5665 -0.3825  0.05
H23 1.4047 0.7607 0.0800  0.11
H24 0.8679 -1.5778 -1.0992  0.09
H25 -0.5846 -0.8209 -1.7575  0.13
H26 -2.2933 -1.8892 -0.5849  0.08
H27 -2.1086 -1.5704 1.1706  0.08
H28 -1.1244 -2.8420 0.3174  0.06
H29 2.3655 -0.1251 -2.0246  0.04
H30 2.2777 1.5600 -1.9236  0.03
C11 2.7638 -2.6979 -3.0567  -0.05
C12 3.3864 -3.9679 -3.6343  -0.45
C13 3.4312 -3.9128 -5.1451  -0.23
O5 2.1448 -3.9355 -5.7094  -0.20
C14 2.1283 -4.3007 -7.0920  -0.09
N7 4.6480 -4.2958 -2.9793  0.05
H31 1.7694 -2.5797 -3.4859  0.09
H32 3.4519 -1.8645 -3.1818  0.09
H33 2.5878 -2.9277 -1.9995  0.05
H34 2.6929 -4.7874 -3.3865  0.11
H35 4.0706 -4.6813 -5.6077  0.12
H36 3.9617 -2.9968 -5.4638  0.13
H37 2.4516 -5.3375 -7.2330  0.09
H38 2.7993 -3.6119 -7.6111  0.09
H39 1.0691 -4.2297 -7.3266  0.09
H40 4.4616 -4.2514 -1.9847  0.03
H41 5.0174 -5.1944 -3.2525  0.07
C15 1.0406 -6.7330 -1.3883  -0.06
C16 0.5942 -5.2795 -1.4385  -0.42
C17 -0.8685 -5.1322 -1.8384  -0.20
O6 -1.0913 -3.7524 -2.1279  -0.22
C18 -2.1952 -3.5638 -3.0028  -0.09
N8 0.8289 -4.5952 -0.1358  0.08
H42 0.8996 -7.2958 -2.3086  0.08
H43 0.4489 -7.2571 -0.6213  0.08
H44 2.0518 -6.8546 -0.9959  0.08
H45 1.1465 -4.8486 -2.2746  0.10
H46 -1.5585 -5.4779 -1.0588  0.14
H47 -1.0322 -5.7410 -2.7364  0.13
H48 -3.1483 -4.0003 -2.6905  0.09
H49 -1.9261 -3.8790 -4.0119  0.09
H50 -2.3538 -2.4829 -2.9739  0.08
H51 0.1351 -3.8702 -0.3008  0.02
H52 0.4630 -5.1988 0.5963  0.09
C19 -5.7611 -0.4089 -0.6238  -0.06
C20 -4.6122 0.1666 -1.4594  -0.44
C21 -5.1600 1.0541 -2.5787  -0.21
O7 -5.9217 0.2302 -3.4589  -0.20
C22 -6.8761 1.0224 -4.1590  -0.11
N9 -3.6759 0.9333 -0.6535  0.06
H53 -6.2272 0.3795 -0.0173  0.08
H54 -5.3901 -1.1219 0.1167  0.07
H55 -6.5748 -0.8153 -1.2218  0.07
H56 -4.1927 -0.6907 -1.9965  0.13
H57 -4.2949 1.4554 -3.1150  0.13
H58 -5.7730 1.8614 -2.1708  0.12
H59 -7.5662 1.5368 -3.4882  0.09
H60 -7.4770 0.3630 -4.7865  0.08
H61 -6.3170 1.6890 -4.8210  0.09
H62 -2.9303 0.3150 -0.3276  0.04
H63 -4.0367 1.1265 0.2809  0.08
C23 -3.1105 -1.8546 3.9813  -0.09
C24 -3.8374 -1.9338 5.3043  -0.41
C25 -4.2572 -3.4043 5.4816  -0.23
O8 -5.2051 -3.5305 6.5125  -0.17
C26 -5.5818 -4.8389 6.7870  -0.14
N10 -2.9227 -1.5491 6.4066  0.03
H64 -2.6018 -0.8877 3.9366  0.07
H65 -3.7961 -1.8982 3.1310  0.07
H66 -2.3735 -2.6433 3.8160  0.08
H67 -4.7055 -1.2792 5.3545  0.14
H68 -3.3423 -3.9453 5.7636  0.13
H69 -4.5896 -3.8656 4.5432  0.12
H70 -6.5670 -4.9068 7.2597  0.09
H71 -4.9430 -5.3720 7.5051  0.09
H72 -5.6780 -5.4462 5.8778  0.09
H73 -3.1008 -2.2203 7.1536  0.06
H74 -1.9602 -1.7955 6.1796  0.07
C27 0.4783 6.0105 4.2012  -0.05
C28 0.0790 4.5973 4.6654  -0.43
C29 0.5665 3.5352 3.7191  -0.22
O9 -0.2713 2.4050 3.8716  -0.19
C30 -0.2442 1.4242 2.8429  -0.07
N11 0.6736 4.4157 6.0143  0.03
H75 1.5581 5.9820 4.0128  0.08
H76 0.3121 6.7798 4.9509  0.08
H77 -0.0008 6.2420 3.2502  0.07
H78 -1.0068 4.6326 4.8115  0.14
H79 1.6500 3.4255 3.8554  0.13
H80 0.3530 3.8358 2.6838  0.09
H81 -1.0913 0.7863 3.0767  0.07
H82 0.7236 0.9224 2.9069  0.09
H83 -0.4009 1.8508 1.8478  0.07
H84 0.2687 3.5727 6.4239  0.07
H85 0.2388 5.1297 6.5967  0.07
O10 3.8413 1.4101 1.2855  -0.06
H86 4.0280 1.5231 2.2233  0.04
H87 4.6447 1.0134 0.9242  0.04
O11 3.4999 3.2276 -1.9389  -0.06
H88 4.1650 3.2559 -2.6365  0.07
H89 3.8941 2.6854 -1.2425  0.04

Its lowest unoccupied orbital energy is 0.1 eV. The highest occupied orbital energy comes out at -0.3278 Ha. Its total charge is 0. The value obtained for the energy relative to the best compared isomer or geometry (same formula, charge and spin) is 0.0 kcal per mole. The value obtained for the orbital gap is 0.33190 Eh. As for the SMILES: COC[C@H](C)N.COC[C@H](C)N.COC[C@H](C)N.COC[C@H](C)N.COC[C@H](C)N.COC[C@H](C)N.COC[C@H](C)N.NC(N)=O.NC(N)=O.O.O.